DFT (ωB97M-V/def2-TZVPD) results for a cluster of 16 separate species, C46H134N10O16 in total.

**Maximum force**: 3.94 eV Å⁻¹
**ΔE to the lowest compared entry with this formula, charge and spin**: 113.4 kcal per mole
**Molar mass**: 1083.632 g mol⁻¹
**HOMO energy**: -8.7 eV
**Multiplicity**: 1
**Electronic energy**: -97523.290 eV
**Charge**: 0
**Frontier orbital gap**: 9.178 eV

Each line ends with the Mulliken charge.
Element x y z (Å)
C: 8.984 -33.358 13.569  -0.148
O: 10.102 -33.713 14.339  -0.438
H: 9.164 -33.643 12.532  0.261
H: 8.072 -33.793 13.976  -0.206
H: 8.688 -32.310 13.522  0.224
H: 10.928 -33.421 13.947  0.240
C: 7.525 -33.713 17.590  0.098
O: 8.547 -34.330 18.492  -0.564
H: 7.951 -32.778 17.223  0.299
H: 7.305 -34.320 16.712  -0.324
H: 6.622 -33.407 18.119  0.326
H: 9.322 -34.353 17.926  0.418
C: 6.119 -36.840 8.693  -0.354
O: 5.620 -35.584 8.396  -0.571
H: 6.547 -37.299 7.802  0.445
H: 6.844 -36.846 9.507  -0.102
H: 5.243 -37.374 9.062  0.315
H: 5.063 -35.286 9.118  0.206
C: 5.218 -31.813 14.293  -0.045
O: 5.865 -32.685 15.097  -0.449
H: 5.376 -30.800 14.662  0.361
H: 5.555 -31.785 13.257  -0.265
H: 4.146 -31.999 14.228  0.125
H: 5.269 -33.432 15.189  0.489
C: 4.772 -40.161 11.576  1.013
O: 4.120 -40.951 10.571  -0.694
H: 4.656 -39.093 11.394  0.262
H: 4.489 -40.393 12.602  -0.468
H: 5.834 -40.408 11.562  -0.715
H: 4.678 -41.710 10.387  0.343
C: 7.549 -42.261 17.719  -0.163
O: 7.048 -41.140 18.474  -0.635
H: 8.598 -42.267 18.016  0.316
H: 7.073 -43.192 18.027  0.381
H: 7.348 -42.140 16.655  -0.298
H: 6.267 -40.840 18.004  0.329
C: 2.698 -36.642 15.869  -1.984
C: 2.789 -35.447 14.997  1.813
C: 1.578 -34.522 15.287  -1.467
O: 0.384 -35.129 14.760  -0.319
C: -0.769 -34.420 15.091  -0.777
N: 4.046 -34.877 15.360  -0.284
H: 2.936 -36.390 16.902  0.434
H: 3.243 -37.528 15.543  0.426
H: 1.660 -36.974 15.907  0.563
H: 2.819 -35.621 13.922  -0.794
H: 1.676 -33.508 14.899  0.577
H: 1.375 -34.519 16.358  0.539
H: -1.614 -35.053 14.823  0.236
H: -0.775 -33.433 14.628  0.247
H: -0.674 -34.370 16.176  0.377
H: 4.678 -35.633 15.138  -0.285
H: 4.199 -34.801 16.356  0.337
C: 2.633 -40.286 17.910  -1.722
C: 3.183 -41.196 16.817  0.313
C: 2.341 -40.957 15.597  -0.546
O: 2.391 -42.070 14.646  -0.283
C: 1.426 -42.115 13.591  -0.830
N: 4.517 -40.810 16.505  -0.133
H: 1.565 -40.444 18.063  0.488
H: 2.853 -39.275 17.568  0.218
H: 3.015 -40.515 18.905  0.369
H: 3.195 -42.187 17.272  0.607
H: 2.741 -40.072 15.103  0.162
H: 1.309 -40.829 15.920  0.551
H: 1.883 -42.905 12.995  0.195
H: 1.393 -41.229 12.957  0.340
H: 0.469 -42.527 13.911  0.328
H: 4.926 -41.551 15.953  0.257
H: 4.341 -40.012 15.912  -0.604
C: 2.633 -35.466 11.032  -0.999
C: 2.602 -34.028 10.589  0.242
C: 2.728 -32.952 11.777  -0.285
O: 2.942 -31.621 11.493  -0.180
C: 1.771 -31.075 10.845  -0.987
N: 3.650 -33.751 9.582  -0.377
H: 3.103 -36.193 10.369  0.408
H: 1.735 -35.725 11.592  0.474
H: 3.340 -35.533 11.858  -0.459
H: 1.667 -33.954 10.034  0.603
H: 3.599 -33.299 12.334  -0.484
H: 1.900 -33.004 12.484  0.765
H: 1.933 -29.999 10.788  0.302
H: 0.781 -31.205 11.282  0.351
H: 1.638 -31.497 9.848  0.356
H: 3.709 -32.743 9.584  0.016
H: 3.291 -34.035 8.682  0.337
C: 10.687 -36.724 16.324  -1.056
C: 11.449 -35.973 17.389  0.400
C: 13.007 -36.042 17.229  -0.975
O: 13.463 -37.413 17.200  -0.294
C: 14.911 -37.425 17.186  -0.718
N: 10.997 -34.569 17.309  -0.584
H: 9.663 -36.688 16.696  0.189
H: 10.956 -37.769 16.169  0.359
H: 10.797 -36.284 15.333  0.305
H: 11.218 -36.371 18.377  0.272
H: 13.471 -35.600 18.111  0.445
H: 13.271 -35.497 16.323  0.422
H: 15.302 -38.440 17.111  0.242
H: 15.249 -37.049 18.151  0.284
H: 15.186 -36.806 16.332  0.307
H: 10.903 -34.295 16.342  0.081
H: 11.880 -34.123 17.510  0.321
C: 8.342 -33.744 8.149  -1.188
C: 9.497 -32.886 8.595  0.251
C: 9.844 -31.709 7.629  -0.846
O: 10.974 -30.909 8.196  -0.328
C: 11.505 -30.001 7.244  -0.749
N: 9.113 -32.274 9.836  -0.323
H: 7.891 -34.326 8.953  0.039
H: 8.610 -34.524 7.437  0.538
H: 7.582 -33.130 7.665  0.324
H: 10.421 -33.463 8.646  0.436
H: 8.992 -31.066 7.409  0.310
H: 10.395 -32.088 6.768  0.531
H: 12.382 -29.529 7.687  0.257
H: 10.838 -29.154 7.081  0.310
H: 11.690 -30.417 6.254  0.289
H: 8.217 -31.868 9.606  -0.193
H: 9.687 -31.514 10.171  0.328
C: 5.268 -29.258 9.368  -1.833
C: 6.180 -29.992 10.382  0.557
C: 6.129 -29.321 11.858  -0.052
O: 6.777 -28.061 11.857  -0.447
C: 7.064 -27.471 13.199  -0.711
N: 5.633 -31.331 10.340  0.013
H: 5.000 -29.787 8.453  0.378
H: 5.738 -28.278 9.288  0.499
H: 4.355 -28.892 9.837  0.309
H: 7.188 -29.943 9.972  0.486
H: 6.657 -30.052 12.470  -0.040
H: 5.126 -29.161 12.254  0.367
H: 7.378 -26.432 13.100  0.260
H: 7.777 -28.210 13.564  0.297
H: 6.193 -27.501 13.853  0.272
H: 4.840 -31.400 10.961  -0.060
H: 6.323 -31.868 10.845  -0.121
C: 5.429 -44.403 15.113  -1.650
C: 5.860 -43.618 13.868  0.994
C: 5.210 -44.229 12.595  -1.349
O: 5.868 -43.569 11.553  0.167
C: 5.398 -44.119 10.315  -1.261
N: 5.338 -42.311 14.036  2.053
H: 5.922 -43.967 15.982  0.184
H: 5.654 -45.462 14.988  0.475
H: 4.370 -44.231 15.302  0.244
H: 6.940 -43.581 13.723  -0.348
H: 4.123 -44.186 12.536  0.406
H: 5.379 -45.306 12.621  0.635
H: 6.130 -43.896 9.539  0.283
H: 4.440 -43.665 10.061  0.447
H: 5.186 -45.185 10.396  0.343
H: 5.841 -41.772 13.346  -1.024
H: 4.375 -42.199 13.752  -0.196
C: 12.087 -43.858 13.386  -1.237
C: 11.740 -43.601 14.866  0.806
C: 10.241 -43.362 15.120  -1.091
O: 9.663 -42.261 14.425  -0.503
C: 10.461 -41.123 14.533  -1.159
N: 12.232 -44.769 15.585  -0.755
H: 11.659 -42.976 12.908  0.162
H: 11.679 -44.734 12.882  0.314
H: 13.165 -43.872 13.229  0.462
H: 12.320 -42.792 15.311  0.245
H: 10.040 -43.181 16.176  0.239
H: 9.609 -44.220 14.892  0.334
H: 11.337 -41.145 13.884  0.350
H: 10.887 -40.862 15.502  0.470
H: 9.930 -40.268 14.114  0.001
H: 13.171 -45.069 15.364  0.251
H: 12.288 -44.586 16.576  0.234
C: 7.100 -39.117 14.813  0.035
C: 7.138 -37.670 14.519  1.141
C: 6.500 -37.126 13.224  -0.808
O: 6.845 -35.717 13.012  0.188
C: 6.500 -35.111 11.823  1.116
N: 6.679 -36.866 15.673  -0.304
H: 7.300 -39.719 13.927  -0.630
H: 6.104 -39.421 15.137  -0.730
H: 7.761 -39.436 15.619  0.763
H: 8.198 -37.476 14.353  -0.299
H: 5.425 -37.293 13.170  0.194
H: 7.044 -37.698 12.472  0.545
H: 6.744 -34.067 12.018  -0.740
H: 5.455 -35.157 11.517  -0.350
H: 7.116 -35.670 11.118  -0.037
H: 7.265 -36.049 15.581  -0.603
H: 6.935 -37.465 16.445  0.369
C: 9.332 -42.959 10.865  -1.224
C: 8.793 -41.550 11.208  0.427
C: 8.260 -40.715 10.025  -0.368
O: 9.356 -40.111 9.322  -0.498
C: 9.773 -38.798 9.968  -0.217
N: 7.979 -41.770 12.365  1.759
H: 10.006 -43.250 11.670  -0.138
H: 10.004 -42.802 10.022  0.507
H: 8.473 -43.575 10.597  0.242
H: 9.722 -41.146 11.612  0.105
H: 7.481 -40.015 10.325  0.142
H: 7.788 -41.458 9.382  0.227
H: 10.637 -38.396 9.439  0.351
H: 9.941 -38.938 11.036  0.165
H: 8.924 -38.115 9.988  -0.129
H: 7.494 -42.626 12.136  -0.249
H: 8.536 -42.015 13.171  -0.081

Forces on atoms 1 to 2 (eV/Å):
C -0.7406 0.2033 -1.0294
O 0.3620 -0.0317 1.0820